Record 1
An isolated molecule of C8H17N in a non-equilibrium geometry, computed with ωB97M-V/def2-TZVPD.

The geometry in XYZ format:
```
26
Properties=species:S:1:pos:R:3:forces:R:3
H -1.384 2.132 2.607 -0.19 -0.26 -0.48
N -0.796 1.611 1.946 0.74 0.19 -0.10
C -1.326 0.602 1.417 0.98 -2.39 0.29
C -2.726 0.138 1.743 0.06 -0.12 -0.62
C -0.264 -0.553 0.447 -3.72 2.52 3.34
C 0.630 -1.293 1.411 0.11 0.39 0.28
C 0.308 0.373 -0.513 2.14 -2.93 -3.68
C 1.481 1.230 -0.110 0.00 0.48 -0.30
C 0.893 -0.854 -1.721 -0.33 2.71 1.23
C 0.931 -0.196 -3.085 0.09 -0.25 -0.11
H -3.249 -0.070 0.806 -0.17 -0.05 0.10
H -3.291 0.881 2.315 0.15 -0.05 -0.08
H -2.692 -0.798 2.307 0.06 0.02 -0.04
H -0.999 -1.220 -0.007 0.08 0.15 -0.07
H 1.598 -1.525 0.972 0.02 -0.22 -0.16
H 0.156 -2.210 1.757 0.07 -0.03 0.03
H 0.835 -0.654 2.273 0.05 -0.09 0.04
H -0.459 0.944 -1.032 0.00 0.00 -0.06
H 2.260 0.666 0.399 -0.01 -0.04 0.13
H 1.930 1.688 -0.991 0.11 -0.17 -0.23
H 1.177 2.079 0.497 -0.08 -0.20 0.32
H 1.890 -1.132 -1.380 0.06 0.00 -0.02
H 0.283 -1.757 -1.741 -0.25 0.21 0.27
H 1.559 0.695 -3.080 0.00 0.04 0.00
H 1.327 -0.875 -3.844 0.01 0.05 -0.05
H -0.073 0.098 -3.397 0.00 0.03 -0.03
```
Positions in Å, forces in eV/Å.

Summary:
LUMO energy, eV: 1.0
Total energy, Ha: -369.69781
HOMO level, hartree: -0.3049
Energy relative to the best compared isomer or geometry (same formula, charge and spin), kcal per mole: 35.3
SMILES: [H]/N=C(\C)[C@H](C)[C@@H](C)CC
Max |F|, hartree/bohr: 0.10885

Record 2
A cluster of 2 separate species, C8H17N2O6S2 in total in a non-equilibrium geometry, computed with ωB97M-V/def2-TZVPD.

The geometry in XYZ format:
```
35
Properties=species:S:1:pos:R:3:forces:R:3
C 3.354 0.801 -0.724 0.33 -1.35 0.28
C 3.445 -0.672 -1.437 -0.09 1.15 -0.02
C 3.044 -1.825 -0.390 1.70 0.41 -0.68
C 3.994 -3.153 -0.502 -0.73 0.82 0.36
S 1.215 -2.278 -0.443 -2.36 -3.51 3.42
O 0.609 -1.683 0.812 1.24 0.02 -2.94
O 1.143 -3.803 -0.286 0.86 3.79 -1.37
N 0.498 -1.758 -1.916 -1.41 0.52 2.73
S -1.201 -1.652 -1.800 -1.27 -3.42 -6.09
O -1.681 -1.053 -3.123 1.95 -0.45 4.22
O -1.917 -2.962 -1.612 2.24 3.28 0.80
O -1.759 -0.593 -0.589 -2.22 -2.59 2.90
C -2.564 -1.354 0.331 -1.19 -2.27 0.60
N -3.249 -2.123 0.980 3.70 4.69 -3.30
H 4.284 0.875 -0.033 -1.60 0.20 -1.07
H 2.402 0.820 -0.063 1.55 0.22 -1.25
H 3.364 1.620 -1.521 -0.07 -1.08 1.32
H 2.775 -0.606 -2.362 0.79 -0.57 1.39
H 4.526 -0.823 -1.814 -1.65 0.09 0.67
H 3.258 -1.400 0.669 -1.00 -0.70 -1.74
H 5.045 -2.765 -0.809 -1.74 -0.86 0.58
H 4.002 -3.595 0.571 0.15 0.42 -2.09
H 3.566 -3.905 -1.260 0.79 1.17 1.28
C -2.877 1.586 1.752 0.23 -0.11 0.16
C -2.680 3.076 1.518 -0.53 -0.41 -0.37
C -3.994 3.833 1.636 -0.03 0.32 0.13
O -2.129 3.283 0.220 0.19 0.28 0.01
H -3.558 1.161 1.008 -0.07 0.12 0.09
H -1.927 1.053 1.653 -0.07 0.10 0.07
H -3.284 1.393 2.748 0.00 -0.05 -0.08
H -1.962 3.470 2.243 0.07 0.03 -0.23
H -4.713 3.485 0.888 0.05 -0.13 0.09
H -3.839 4.901 1.454 0.03 -0.08 0.07
H -4.434 3.707 2.629 -0.02 0.00 -0.08
H -2.757 2.937 -0.430 0.18 -0.04 0.16
```
Positions in Å, forces in eV/Å.

Summary:
LUMO energy, eV: 3.0
Total energy, Ha: -1672.24565
Charge: -1
HOMO level, hartree: -0.2258
Energy relative to the best compared isomer or geometry (same formula, charge and spin), kcal per mole: 82.0
Max |F|, hartree/bohr: 0.13806

Which of these has the highest energy relative to the best compared isomer or geometry (same formula, charge and spin)?
C8H17N2O6S2

Which of these has the lowest max |F|?
C8H17N

Repeat the first record exactly.
An isolated molecule of C8H17N in a non-equilibrium geometry, computed with ωB97M-V/def2-TZVPD.

The geometry in XYZ format:
```
26
Properties=species:S:1:pos:R:3:forces:R:3
H -1.384 2.132 2.607 -0.19 -0.26 -0.48
N -0.796 1.611 1.946 0.74 0.19 -0.10
C -1.326 0.602 1.417 0.98 -2.39 0.29
C -2.726 0.138 1.743 0.06 -0.12 -0.62
C -0.264 -0.553 0.447 -3.72 2.52 3.34
C 0.630 -1.293 1.411 0.11 0.39 0.28
C 0.308 0.373 -0.513 2.14 -2.93 -3.68
C 1.481 1.230 -0.110 0.00 0.48 -0.30
C 0.893 -0.854 -1.721 -0.33 2.71 1.23
C 0.931 -0.196 -3.085 0.09 -0.25 -0.11
H -3.249 -0.070 0.806 -0.17 -0.05 0.10
H -3.291 0.881 2.315 0.15 -0.05 -0.08
H -2.692 -0.798 2.307 0.06 0.02 -0.04
H -0.999 -1.220 -0.007 0.08 0.15 -0.07
H 1.598 -1.525 0.972 0.02 -0.22 -0.16
H 0.156 -2.210 1.757 0.07 -0.03 0.03
H 0.835 -0.654 2.273 0.05 -0.09 0.04
H -0.459 0.944 -1.032 0.00 0.00 -0.06
H 2.260 0.666 0.399 -0.01 -0.04 0.13
H 1.930 1.688 -0.991 0.11 -0.17 -0.23
H 1.177 2.079 0.497 -0.08 -0.20 0.32
H 1.890 -1.132 -1.380 0.06 0.00 -0.02
H 0.283 -1.757 -1.741 -0.25 0.21 0.27
H 1.559 0.695 -3.080 0.00 0.04 0.00
H 1.327 -0.875 -3.844 0.01 0.05 -0.05
H -0.073 0.098 -3.397 0.00 0.03 -0.03
```
Positions in Å, forces in eV/Å.

Summary:
LUMO energy, eV: 1.0
Total energy, Ha: -369.69781
HOMO level, hartree: -0.3049
Energy relative to the best compared isomer or geometry (same formula, charge and spin), kcal per mole: 35.3
SMILES: [H]/N=C(\C)[C@H](C)[C@@H](C)CC
Max |F|, hartree/bohr: 0.10885